1.
C35H49F4N3NiSSi2Te | ωB97M-V/def2-TZVPD

```
96
Properties=species:S:1:pos:R:3:mulliken_charge:R:1
C -4.321 1.132 -3.234 -0.902
C -0.244 1.351 2.109 0.053
H 5.784 5.568 0.692 0.439
S -0.498 3.652 -3.624 -0.453
H -0.774 -4.724 -0.301 0.562
H 5.454 5.798 -1.019 0.408
H -2.592 -4.733 3.570 0.306
C -1.662 -4.150 -0.022 -0.694
C -1.988 0.322 -1.825 -0.511
H 1.761 -2.338 -0.515 0.379
H 6.307 3.152 -0.011 0.444
H -3.938 -0.898 4.735 0.334
C 3.146 4.091 -1.003 -0.486
H 5.682 3.379 -1.653 0.369
Si -2.133 -2.291 3.732 0.104
H -2.731 -0.756 1.860 0.535
C -3.623 -1.941 4.803 -1.127
H 2.229 2.385 -0.039 0.000
C 0.888 -1.871 -2.800 -1.206
H 2.658 0.859 -2.053 0.233
F 3.251 0.585 2.665 -0.498
H -3.392 -2.359 1.552 0.450
H 1.701 -2.439 -3.272 0.388
H 3.212 4.390 1.741 0.402
C -3.157 1.875 -3.336 -0.896
H 4.256 6.296 0.187 0.445
C 2.202 0.114 -2.700 -1.408
C 1.928 4.958 -2.934 -1.288
H 3.224 -1.732 -1.286 0.374
C -4.601 -3.652 -0.813 -0.945
H -5.211 1.435 -3.768 0.377
C 5.404 3.137 -0.626 -1.603
H -3.235 -1.258 -1.100 -0.073
H -3.924 -6.327 -2.434 0.304
H 3.686 2.716 1.433 0.405
H 0.282 -1.409 -3.579 0.325
C -2.361 -3.505 -2.966 -0.451
H 0.227 2.819 5.124 0.524
H -3.139 2.775 -3.943 0.388
C -1.733 -4.113 3.841 -1.105
F -1.781 2.498 3.441 -0.371
C 4.997 5.535 -0.064 -2.104
C -3.143 -6.142 -1.692 -1.131
H -0.896 -4.382 3.193 0.314
C 0.970 3.968 -2.750 0.767
H -1.454 -4.367 4.866 0.363
C 2.461 -0.493 0.322 -0.500
C -4.338 0.012 -2.410 -0.591
Si -2.945 -4.304 -1.386 0.136
H -2.041 -4.606 0.897 0.371
C 2.255 -1.431 -0.863 -1.693
N 0.087 2.098 -1.661 0.507
H -3.422 -6.671 -0.779 0.309
H 0.256 -2.559 -2.239 0.078
C -0.822 2.307 -2.568 0.577
H 4.883 3.866 1.992 0.508
H -4.992 -4.284 -0.011 0.368
N 1.411 -0.832 -1.907 1.259
H -5.253 -0.559 -2.298 0.469
H -0.426 -1.505 5.338 0.524
H 0.212 -1.496 3.691 0.194
H -2.217 -6.583 -2.068 0.311
H 2.993 -0.416 -3.245 0.409
H -4.568 -2.625 -0.446 0.324
C -2.027 1.473 -2.627 1.176
C 1.687 1.748 3.956 0.417
Te -0.883 -2.255 0.652 -0.459
C -3.190 -0.375 -1.728 0.682
C -0.529 2.047 3.255 -0.401
H -1.877 -2.543 -2.793 -0.260
C 4.371 4.137 -0.087 2.379
C 1.105 3.038 -1.721 -1.161
H 2.860 -1.099 1.141 0.561
H 3.744 5.772 -2.216 0.307
C 1.982 1.044 2.807 0.616
C -0.672 -1.281 4.297 -0.538
F 2.675 1.925 4.851 -0.386
C 2.182 3.110 -0.840 0.821
F -1.264 1.120 1.226 -0.304
H 5.001 2.121 -0.613 0.209
C 0.437 2.272 4.219 -0.431
H -5.316 -3.683 -1.638 0.348
H -4.470 -2.569 4.520 0.311
C -2.531 -1.826 1.953 -0.776
H -1.657 -4.166 -3.478 0.389
H -3.201 -3.325 -3.641 0.401
H 1.561 0.627 -3.416 0.295
H -0.871 -0.209 4.225 -0.068
C 4.007 3.752 1.351 -1.998
Ni -0.275 0.113 -0.778 -0.469
H 1.835 5.683 -3.731 0.409
N 1.188 0.118 0.646 1.893
H -3.387 -2.150 5.849 0.340
H 3.234 0.254 0.089 0.010
C 3.003 5.000 -2.067 -0.238
C 1.026 0.804 1.796 -0.376
```

For the HOMO energy (spin up / spin down), the calculation gives -7.14 / -7.09 eV. Its multiplicity is 3. The largest force on an atom is 0.011 hartree/bohr. As for the frontier orbital gap (spin up / spin down): 7.30 / 7.22 eV. As for the expectation value of S²: 2.007.


2.
C35H49N3P | ωB97M-V/def2-TZVPD

```
88
Properties=species:S:1:pos:R:3:mulliken_charge:R:1
H 1.408 -5.453 1.862 0.380
H 5.376 0.067 -0.382 0.368
H -0.337 -5.419 -0.891 0.351
P -0.221 -0.477 -0.509 -0.463
H 5.537 -1.586 0.604 0.344
H 1.514 5.569 -2.835 0.461
C -4.071 2.890 -0.201 -1.552
C 4.548 -2.040 0.517 -0.803
C 0.212 -1.215 1.926 -0.666
H -2.162 -4.972 -0.997 0.300
H -4.893 2.166 2.259 0.353
H -3.879 -4.531 -1.075 0.383
C -3.803 2.086 2.160 -1.474
H -5.145 2.722 -0.311 0.317
C -2.660 -3.220 0.180 2.780
C 4.479 -3.420 0.347 -1.626
H -2.349 4.340 -1.721 0.485
C 2.058 -3.255 0.351 0.623
C -2.859 -4.128 -1.033 -1.532
H -5.265 -3.164 -0.317 0.296
C 3.228 -4.016 0.265 -0.882
N -0.319 3.847 -1.883 0.344
H 4.894 0.210 2.464 0.374
C -5.251 0.197 0.035 -0.445
C -5.754 -1.080 -0.206 -1.616
H -3.630 2.869 -1.202 0.276
C 0.766 3.413 -1.217 -0.520
H -1.524 3.884 -0.170 0.313
H -1.804 -0.995 2.701 0.440
C -3.889 0.420 0.280 0.791
C -3.438 1.825 0.698 1.817
H 0.121 1.015 -0.526 -0.055
H 5.385 -4.031 0.301 0.365
C 2.335 5.092 -2.304 -0.067
C 3.138 3.556 -0.608 -0.065
C -4.877 -2.155 -0.180 -0.854
C -1.111 -0.912 1.876 -0.522
H -1.626 -2.869 0.184 -1.494
H 4.191 1.200 -1.040 0.324
H -0.036 -3.257 0.284 -1.458
H -6.821 -1.244 -0.381 0.381
C 3.869 0.545 2.258 -1.412
H -3.461 1.274 2.813 0.297
C -3.515 -1.967 0.063 0.773
H 3.828 6.419 -3.142 0.395
H -2.347 -4.861 1.564 0.373
H 5.228 3.728 -0.109 0.397
H -5.965 1.021 0.043 0.223
H -1.246 5.474 -0.920 0.269
C -1.432 4.409 -1.131 -1.115
H -2.678 -3.569 -1.961 0.390
C -3.000 -0.677 0.284 -1.124
C 0.646 -4.939 -0.852 -1.583
H 2.908 2.802 0.148 0.255
C 4.643 0.831 -0.119 -1.321
H 3.190 0.029 2.948 0.326
H 0.533 -4.061 2.518 0.201
H -2.689 -3.303 2.346 0.191
H 3.822 1.621 2.466 0.373
N -1.571 -0.503 0.630 1.022
H 2.573 0.701 0.549 -0.644
C 0.570 -4.766 1.678 -1.363
C -2.940 -3.943 1.491 -1.297
H -3.953 3.899 0.213 0.468
H -0.538 5.217 -3.491 0.501
H -0.357 -5.349 1.674 0.401
H 1.409 -5.728 -0.825 0.373
H 5.188 1.657 0.345 0.115
H 3.154 -5.098 0.152 0.303
H -1.202 3.599 -3.783 0.318
N 0.890 -1.076 0.721 1.096
C 2.065 4.003 -1.418 0.482
H 5.731 5.353 -1.906 0.404
C 4.704 5.017 -1.752 -0.469
C 3.391 -1.248 0.563 0.775
H -4.002 -4.213 1.581 0.384
H 0.558 3.867 -3.860 0.513
C 2.124 -1.860 0.501 -0.903
C -0.359 4.142 -3.328 -1.265
H 0.789 -4.365 -1.778 0.397
C 3.633 5.577 -2.471 -0.898
H 0.745 -1.579 2.791 0.493
C 3.543 0.257 0.795 2.239
C 0.743 -4.017 0.363 2.757
H -3.370 3.028 2.515 0.416
C 4.424 4.060 -0.764 -0.733
H -2.349 1.840 0.598 -0.494
H 0.603 2.822 -0.304 0.929
```

For the HOMO energy, the calculation gives -9.27 eV. As for the total charge: +1. The largest force on an atom is 0.048 hartree/bohr. As for the frontier orbital gap: 4.34 eV.